[1]
Molecular formula: C5H8N2
Method: DFT, the ωB97M-V functional and the def2-TZVPD basis

**E_LUMO**: 0.816 eV
**Kohn-Sham gap**: 10.972 eV
**SMILES string**: C/N=C/[C@@H](C)C#N
**HOMO energy**: -10.16 eV
**Energy**: -304.79492 Eh

Structure (XYZ):
```
15
Properties=species:S:1:pos:R:3:forces:R:3
H 2.27956 -1.83151 0.09809 -0.2 0.0 0.0
N -3.02708 -0.11912 0.58806 1.1 0.5 -0.4
H 0.49122 2.00926 -1.22131 -0.2 0.1 0.0
H 1.40261 -2.79805 1.32222 0.0 0.1 -0.1
H 1.45409 0.26115 -0.01806 -0.1 -0.1 0.0
C -0.55309 1.95285 -0.89572 0.1 0.0 -0.1
C 1.31137 -2.28917 0.35684 0.1 -0.1 0.0
C 0.44489 -0.12866 0.20214 -0.1 -0.3 0.0
H -0.86222 2.95362 -0.57034 0.0 -0.3 -0.1
N 0.21368 -1.34706 0.42208 0.1 0.4 -0.2
H -1.16381 1.66594 -1.75966 0.2 0.0 0.3
C -0.64131 0.93306 0.26266 0.0 0.0 0.1
H -0.45106 1.48009 1.20049 -0.1 -0.1 -0.2
H 1.07242 -3.05714 -0.38736 0.0 0.1 0.1
C -1.97126 0.31474 0.39986 -0.9 -0.2 0.4
```
Forces are in eV/Å.

=====

[2]
Molecular formula: C5H8N2
Method: DFT, the ωB97M-V functional and the def2-TZVPD basis

**E_LUMO**: 0.340 eV
**Kohn-Sham gap**: 8.982 eV
**HOMO energy**: -8.64 eV
**Energy**: -304.60861 Eh

Structure (XYZ):
```
15
Properties=species:S:1:pos:R:3:forces:R:3
H -0.46669 -1.63045 2.05071 0.2 0.1 -0.1
N 0.39012 -0.05533 -2.12820 -2.0 1.8 1.1
H 1.97033 1.57023 0.18834 0.4 -0.1 0.1
H 1.29902 -1.82198 2.11725 -0.1 0.0 -0.1
H 0.43860 -1.94074 0.56165 0.0 0.0 0.1
C -1.54155 0.58012 -1.90592 1.3 -0.7 -0.5
N -0.09919 0.71249 0.24961 0.1 0.2 -0.1
C 0.47242 -1.42146 1.52431 0.1 -0.1 0.0
C 1.40321 0.65288 0.18206 1.3 -0.1 0.4
H 0.67177 0.66998 2.21380 0.0 -0.1 -0.2
C 0.74309 0.13585 -0.95131 -2.3 0.7 0.4
H -1.76240 0.66914 -0.83608 0.4 -0.4 -0.7
H -1.72262 -0.35019 -2.37639 -1.0 -0.5 -0.3
H -1.92421 1.47407 -2.43945 1.2 -0.6 -0.1
C 0.62962 0.06089 1.30526 0.4 -0.2 0.1
```
Forces are in eV/Å.

=====

[3]
Molecular formula: C5H8N2
Method: DFT, the ωB97M-V functional and the def2-TZVPD basis

**E_LUMO**: 1.007 eV
**Kohn-Sham gap**: 9.365 eV
**SMILES string**: C/N=C/[C@@H]1C=C1N
**HOMO energy**: -8.36 eV
**Energy**: -304.72233 Eh

Structure (XYZ):
```
15
Properties=species:S:1:pos:R:3:forces:R:3
H 2.91185 -1.24019 0.70887 -0.1 0.2 0.0
H -0.69000 1.92676 -1.52685 -0.1 -0.2 0.0
C -0.73835 -0.40756 -0.76349 0.1 -0.2 -0.1
H -3.32866 -0.39890 0.83238 0.1 0.1 0.1
C 2.74808 -0.15955 0.56068 0.2 0.0 0.1
C -1.81547 0.44698 -0.18113 0.2 0.1 -0.2
N 1.42980 0.19311 0.08750 -0.4 -0.4 -0.1
H 3.47166 0.20195 -0.17851 0.0 -0.1 0.1
N -2.80704 0.46502 0.76416 0.0 0.0 -0.1
H 0.78023 -1.78180 0.12990 0.1 0.2 0.0
H -1.02440 -1.20086 -1.47145 0.0 0.2 0.1
H 2.96817 0.36706 1.49566 -0.1 -0.1 -0.1
C -1.06639 1.03262 -1.06004 -0.2 0.1 0.2
H -3.40990 1.27590 0.69546 0.1 -0.1 0.1
C 0.57042 -0.72054 -0.09315 0.2 0.3 0.0
```
Forces are in eV/Å.

=====

[4]
Molecular formula: C5H8N2
Method: DFT, the ωB97M-V functional and the def2-TZVPD basis

**E_LUMO**: 0.949 eV
**Kohn-Sham gap**: 8.646 eV
**HOMO energy**: -7.70 eV
**Energy**: -304.69720 Eh

Structure (XYZ):
```
15
Properties=species:S:1:pos:R:3:forces:R:3
N 0.80195 -0.02851 -0.08003 -0.1 -0.1 0.0
H -1.64025 -2.18825 0.51902 0.1 0.1 0.0
H -3.43901 0.48927 -0.22194 0.1 0.0 0.0
H 2.39105 0.97811 -0.99563 -0.1 -0.1 0.1
H 1.01047 -2.10171 0.25140 -0.1 0.2 0.0
H -1.43385 1.52237 -0.78942 -0.2 -0.2 0.0
C 0.32728 -1.25336 0.22908 0.2 0.0 -0.1
C -1.04534 -1.29260 0.40122 -0.1 0.0 -0.1
H 2.50085 0.89249 0.77818 -0.1 -0.1 -0.1
C -0.31063 0.89363 -0.07609 0.2 -0.2 0.2
C 2.19635 0.34498 -0.12437 0.1 0.0 0.0
H 2.81320 -0.55576 -0.20408 -0.1 0.1 0.0
N -2.47761 0.68621 -0.49377 -0.1 0.1 0.0
C -1.46617 0.01701 0.04200 0.2 0.0 0.0
H -0.22830 1.59611 0.76444 -0.1 -0.1 -0.1
```
Forces are in eV/Å.

=====

[5]
Molecular formula: C5H8N2
Method: DFT, the ωB97M-V functional and the def2-TZVPD basis

**E_LUMO**: -0.348 eV
**Kohn-Sham gap**: 8.312 eV
**HOMO energy**: -8.66 eV
**Energy**: -304.66410 Eh

Structure (XYZ):
```
15
Properties=species:S:1:pos:R:3:forces:R:3
H 2.39135 -0.98842 -0.25071 0.0 0.2 0.0
H -2.13773 0.98013 0.40822 0.2 0.0 0.1
H -1.40631 -0.66086 2.15667 -0.1 0.1 -0.1
N -1.17931 0.90922 0.74113 -0.1 0.0 -0.1
H 2.35499 0.33678 -1.38466 0.0 0.1 0.0
H -0.57931 0.79040 -1.31012 0.1 0.0 0.1
C 1.10641 0.68986 0.14591 0.0 0.0 -0.4
C -0.89257 -0.43208 1.22128 0.0 -0.1 0.2
H -0.12951 2.29780 -0.45355 0.0 -0.1 0.0
C -1.14760 -1.51251 0.23777 -0.2 -0.7 -0.7
N -1.33047 -2.31090 -0.58043 0.2 0.8 0.8
H 0.18735 -0.41188 1.46483 -0.2 -0.2 0.1
C -0.23180 1.20886 -0.34414 0.1 0.1 -0.1
C 1.70665 -0.30304 -0.75937 0.0 -0.1 0.1
H 1.04475 -0.85090 -1.44490 0.0 0.1 0.1
```
Forces are in eV/Å.

=====

[6]
Molecular formula: C5H8N2
Method: DFT, the ωB97M-V functional and the def2-TZVPD basis

**E_LUMO**: 0.720 eV
**Kohn-Sham gap**: 9.604 eV
**SMILES string**: C=C(C)CNC#N
**HOMO energy**: -8.88 eV
**Energy**: -304.73875 Eh

Structure (XYZ):
```
15
Properties=species:S:1:pos:R:3:forces:R:3
H 0.64537 1.19674 1.85893 -0.1 0.0 0.5
N -1.31299 2.64209 0.20471 0.4 -0.8 -0.2
H -1.32069 -0.80002 1.36173 0.3 0.1 -0.2
H 0.39254 -1.21567 1.66914 -0.1 0.2 -0.3
H -1.99909 0.00145 -0.87932 0.0 0.5 0.3
H 1.16399 -1.93388 -1.53400 0.3 0.1 0.0
H 1.75266 -0.26788 -1.59300 -0.1 -0.1 0.0
H 2.03387 -1.26952 -0.14609 -0.2 0.2 -0.1
H -0.70845 0.58076 -2.05819 0.0 -0.5 -0.3
C 1.31674 -1.02794 -0.93901 0.0 0.0 -0.1
N 0.07718 0.80719 1.13290 -0.2 0.5 0.8
C -0.95369 0.04365 -1.14996 0.0 -1.4 -0.8
C -0.28185 -0.61651 1.04350 0.0 0.1 -0.3
C -0.04350 -0.64259 -0.44115 -0.5 -0.4 -0.7
C -0.72339 1.67658 0.47798 0.2 1.5 1.4
```
Forces are in eV/Å.

=====

[7]
Molecular formula: C5H8N2
Method: DFT, the ωB97M-V functional and the def2-TZVPD basis

**E_LUMO**: 0.184 eV
**Kohn-Sham gap**: 9.178 eV
**HOMO energy**: -8.99 eV
**Energy**: -304.66244 Eh

Structure (XYZ):
```
15
Properties=species:S:1:pos:R:3:forces:R:3
H -2.15393 -0.70702 1.03707 0.0 0.1 -0.1
H -1.54235 -0.81369 -1.39180 0.0 0.1 0.1
N 0.04196 -0.04811 -0.31262 0.3 0.4 -0.1
H -1.44734 0.95492 -1.45401 0.1 -0.1 0.1
N 2.22055 0.82403 -0.18643 0.1 -0.4 0.3
C -2.28681 0.15875 0.38002 0.0 0.0 0.0
H 3.52049 -0.61570 0.76953 0.2 -0.2 0.1
C 0.87254 0.86925 -0.58949 -0.3 -0.2 0.0
H -2.10326 1.06462 0.96889 0.0 -0.1 -0.1
H -3.32318 0.17644 0.02601 0.1 0.0 0.1
C -1.31795 0.07918 -0.79480 -0.2 0.0 -0.1
H 2.11924 -1.88907 1.68589 0.0 0.1 -0.1
C 2.45386 -0.29258 0.37578 -0.3 0.2 -0.2
C 2.29427 -1.57606 0.65283 0.2 0.3 0.1
H 0.62476 1.76859 -1.16322 0.0 -0.1 0.0
```
Forces are in eV/Å.

=====

[8]
Molecular formula: C5H8N2
Method: DFT, the ωB97M-V functional and the def2-TZVPD basis

**E_LUMO**: 1.047 eV
**Kohn-Sham gap**: 9.986 eV
**SMILES string**: Cc1ccn(C)n1
**HOMO energy**: -8.94 eV
**Energy**: -304.81579 Eh

Structure (XYZ):
```
15
Properties=species:S:1:pos:R:3:forces:R:3
N 1.08694 -0.04626 0.08124 0.1 0.1 -0.1
C -0.67363 1.12680 -0.46865 0.0 0.0 0.0
C 0.69958 1.14127 -0.44579 0.1 -0.1 0.0
H 2.76093 -0.97547 -0.81527 -0.1 0.1 0.2
C -1.02959 -0.11602 0.08102 -0.1 0.0 0.0
H -2.86072 -0.09405 1.20437 0.1 -0.1 -0.1
C 2.43545 -0.56942 0.15026 0.1 0.0 0.0
N 0.04015 -0.83317 0.40190 -0.2 0.2 -0.1
C -2.45329 -0.52100 0.28056 -0.1 -0.1 0.0
H 1.42566 1.88571 -0.74463 -0.1 -0.1 0.0
H 3.12891 0.22123 0.45240 -0.2 -0.1 0.0
H -2.58567 -1.60432 0.30314 0.0 0.1 0.0
H 2.45426 -1.36807 0.89248 0.0 0.1 -0.1
H -1.39570 1.84440 -0.82821 0.3 0.2 0.0
H -3.03328 -0.09163 -0.54481 0.0 -0.3 0.2
```
Forces are in eV/Å.